(1)
DFT (the ωB97M-V functional and the def2-TZVPD basis) results for an isolated molecule of C14H20ClNO4 in a non-equilibrium geometry.

Last column: Löwdin charge in e.
Atoms and positions in Å:
C: 3.5033 -0.6077 -1.5112  -0.40
H: -5.4761 0.0581 -1.3352  0.08
H: -4.9875 -1.5388 -0.8939  0.08
H: 5.8271 0.7588 0.3312  0.07
C: -0.6206 -2.1698 0.2739  -0.17
H: 1.2889 -2.4874 1.0893  0.14
H: -2.7632 -0.8606 1.5576  0.12
H: -1.0773 -0.0734 -0.0071  0.11
H: 0.6731 -0.9393 1.5324  0.09
O: -4.1807 1.1620 1.8670  0.08
C: -3.8717 1.1558 0.6758  -0.45
C: -3.5105 2.4280 -0.0562  0.01
C: -1.5505 -1.0306 -0.2133  -0.17
H: -1.7431 -1.1362 -1.2712  0.11
C: 3.1095 0.6930 0.7255  -0.52
C: 1.6438 -1.1459 -0.3891  -0.07
H: 5.4479 1.8113 1.7305  0.07
H: -3.3315 -2.0431 0.4128  0.12
H: 4.0438 1.7498 -0.9451  0.10
O: 4.7010 -0.6183 -1.5290  0.17
H: -5.8394 -0.5256 0.3067  0.09
C: 3.9784 1.8080 0.1361  -0.28
H: -1.0660 -2.6745 1.1251  0.11
C: 5.4229 1.7128 0.6508  -0.09
H: -2.5089 2.7154 0.2513  0.09
C: 2.6637 -0.2756 -0.3292  -0.11
H: 3.5270 0.2394 1.6128  0.11
H: -4.2212 3.1997 0.2100  0.08
H: -3.4788 2.2517 -1.1235  0.08
H: 6.0229 2.4907 0.1929  0.08
N: -3.7884 -0.0428 -0.1111  -0.15
O: 0.5135 -1.5886 -2.4699  0.19
O: 2.7419 -1.2382 -2.4696  0.15
C: 1.5147 -1.4704 -1.8421  -0.35
H: 3.5770 2.7934 0.3296  0.09
C: -2.9050 -1.0470 0.4933  -0.19
Cl: 1.5824 1.5165 1.3377  0.64
C: -5.1094 -0.5372 -0.5017  -0.06
H: -0.4953 -2.8759 -0.5387  0.11
C: 0.7426 -1.6175 0.6949  -0.14

Computed properties:
Orbital gap: 8.23 eV
Total charge: 0
SMILES string: CC[C@@H](Cl)C1=C(CCCCN(C)C(C)=O)C(=O)OC1=O
Total energy: -37044.17939 eV
Lowest unoccupied orbital energy: -0.73 eV



(2)
DFT (the ωB97M-V functional and the def2-TZVPD basis) results for a structure of composition C14H20F12N2O16S5Zn in a non-equilibrium geometry.

Last column: Löwdin charge in e.
Atoms and positions in Å:
O: -1.2514 -0.8670 3.3235  -0.08
H: -1.0612 5.6417 1.0349  0.10
Zn: -0.1746 0.2658 0.2544  0.63
H: 3.1645 5.3186 -0.4082  0.10
O: 0.9450 -0.2512 -1.3652  0.07
H: 3.2014 3.6907 -0.5006  0.09
C: -1.7179 2.8552 -2.4619  -0.59
H: 0.4020 -2.1665 -3.1992  0.07
F: -3.7229 -1.2792 0.1899  0.12
H: -1.8360 4.5601 2.2229  0.10
S: -0.3847 -2.9673 -0.1103  0.75
F: 2.5794 -2.6102 1.9918  0.18
O: -2.2224 1.4039 1.8618  -0.32
C: -0.8849 4.8934 1.8076  0.02
O: 2.9551 1.1366 1.4147  -0.22
H: -0.3846 -5.8104 -0.2516  0.12
C: 0.6692 3.3724 0.3503  -0.48
F: -0.4663 2.7543 -2.6941  0.19
F: 1.1907 1.0003 5.3338  0.18
C: 3.2171 -1.5984 1.4958  -0.60
H: -1.8908 -3.7570 1.4879  0.11
H: 4.6265 -0.6540 -1.9240  0.10
O: 0.8661 2.2258 -0.1283  0.03
H: -2.3215 -5.7461 -1.6863  0.14
C: 2.4977 4.5022 -0.6857  0.03
O: 2.9516 0.0572 3.5981  -0.23
C: -1.2626 -5.3584 0.2099  -0.21
O: 1.3444 4.5066 0.2361  0.02
O: -3.8853 1.3056 -2.3681  -0.23
H: 2.0697 4.6331 -1.6796  0.11
C: 4.2705 0.3553 -2.1308  -0.05
F: -0.9619 1.4238 4.9180  0.14
F: 4.4576 -1.5824 1.9193  0.20
C: -1.4030 -3.7617 -1.5388  -0.15
H: -3.0771 -4.6150 -0.6799  0.12
S: 0.2168 -0.5069 3.3818  0.72
C: -2.0856 -4.9804 -0.9472  -0.23
H: 0.1572 -0.6977 -4.3032  0.10
F: -1.7874 3.6708 -1.3309  0.08
F: 3.1181 -1.6272 0.1428  0.13
C: 1.8759 -0.1587 -2.1155  -0.55
O: 1.0131 -3.1807 -0.4111  -0.29
H: -0.1772 5.3299 2.5124  0.10
C: -4.2878 -0.1945 0.7504  -0.62
F: -5.3064 0.1563 -0.0279  0.16
O: 2.0192 -0.8426 -3.2086  0.05
H: 1.2049 -2.1084 -4.6729  0.10
H: -0.2276 -4.1679 1.9945  0.11
S: 2.4279 0.1228 2.2495  0.72
S: -2.9873 1.2983 0.5674  0.68
H: 4.8534 1.1404 -1.6491  0.11
F: -2.2816 3.4868 -3.5357  0.15
N: 0.7243 -0.1205 1.9591  -0.30
H: -1.6570 -6.2281 0.7354  0.13
O: -3.6404 2.5510 0.1239  -0.28
N: -1.8917 0.8225 -0.4382  -0.35
F: -4.5300 -0.3608 2.0076  0.21
H: -1.9449 -2.9380 -2.0035  0.10
O: -0.3413 3.6356 1.2716  -0.08
S: -2.4903 1.1687 -2.0345  0.71
C: -0.9116 -4.0952 1.1490  -0.16
H: 4.3424 0.4998 -3.2088  0.10
F: 0.5362 2.0096 3.5197  0.19
C: 0.8357 -1.4447 -3.8912  0.06
O: 2.9482 0.6499 -1.8367  -0.02
H: -0.6576 -3.8834 -2.3247  0.09
C: 0.2716 1.0950 4.3788  -0.63
O: -0.9427 -1.6530 0.1923  -0.39
O: -1.8865 0.2100 -2.9183  -0.28
O: 0.9906 -1.5366 4.0836  -0.15

Computed properties:
Orbital gap (spin up / spin down): 10.93 / 4.46 eV
Total charge: +1
Total energy: -185771.64024 eV
2S+1: 2
Lowest unoccupied orbital energy (spin up / spin down): -2.55 / -8.90 eV



(3)
DFT (the ωB97M-V functional and the def2-TZVPD basis) results for a structure of composition C14H20F3I2MnN.

Last column: Löwdin charge in e.
Atoms and positions in Å:
H: 2.5161 -1.7082 -1.7365  0.07
F: -2.8455 1.4974 0.0431  0.18
N: 0.9068 0.9618 1.1951  0.12
Mn: -0.1326 0.4364 -0.4318  0.37
H: 1.4928 1.9326 4.0838  0.14
F: -0.9770 2.2013 -0.9608  -0.09
C: 0.1017 -2.0133 1.7032  0.01
H: -2.9088 0.6205 -2.2375  0.10
C: -0.2223 -1.1122 -1.9422  -0.25
C: 2.6448 3.3973 2.9335  -0.06
C: 1.4708 1.3853 2.0987  -0.06
H: -2.5067 -0.6686 -3.3710  0.10
H: -0.2259 -0.1989 -3.8835  0.05
C: 0.5762 -1.5695 -0.8141  -0.25
H: -2.6059 -0.9714 1.8038  0.11
C: 0.2077 -1.0543 -3.3669  -0.05
C: 1.9815 -2.0567 -0.8569  -0.01
H: 3.3279 3.4229 2.0868  0.09
H: 1.7990 4.0506 2.7301  0.09
C: -2.6971 -0.4455 -2.3237  0.04
C: -0.2702 -1.5757 0.3286  -0.23
H: 3.0182 1.3040 3.4668  0.14
H: -3.5954 -0.9815 -2.0188  0.11
H: -3.6313 -0.6847 0.3865  0.09
I: 0.9275 2.6816 -3.7411  0.41
H: 2.5367 -1.7742 0.0372  0.10
H: 1.9693 -3.1496 -0.8953  0.12
F: -1.3441 2.4034 1.2419  0.17
H: 1.2878 -1.0257 -3.4786  0.06
C: 2.1813 1.9662 3.2368  -0.16
H: 3.1692 3.7736 3.8087  0.10
C: -2.7990 -1.2627 0.7726  0.02
H: -3.1049 -2.3138 0.7875  0.13
H: -0.4116 -1.4324 2.4676  0.10
H: 1.1740 -1.9473 1.8724  0.09
C: -1.5830 -1.1694 -0.0771  -0.20
I: 2.0116 1.3894 -1.6945  0.71
H: -0.1460 -1.9563 -3.8746  0.12
H: -0.1911 -3.0578 1.8373  0.12
C: -1.5385 -0.8647 -1.4767  -0.20
C: -1.5641 1.5701 0.2598  -0.47

Computed properties:
Orbital gap (spin up / spin down): 7.35 / 7.73 eV
Total charge: +2
Total energy: -71990.24454 eV
2S+1: 2
Lowest unoccupied orbital energy (spin up / spin down): -8.57 / -8.19 eV



(4)
DFT (the ωB97M-V functional and the def2-TZVPD basis) results for a structure of composition C14H20IN3O3RhS2.

Last column: Löwdin charge in e.
Atoms and positions in Å:
C: -5.1225 0.5204 3.8347  -0.07
S: -0.4771 0.1189 -2.6211  0.79
H: -1.8066 -1.6532 6.1335  0.12
H: 1.0292 -2.5580 3.1730  0.13
H: 0.7175 3.8269 3.3240  0.06
I: -1.5844 2.6537 2.6384  1.26
C: -1.7732 -3.0828 2.9799  -0.13
C: -4.5866 2.0211 1.5597  -0.21
H: 2.8874 3.3471 0.5135  0.14
Rh: -1.1043 0.9939 0.5641  0.67
H: -4.0448 -1.0581 2.8604  0.08
O: -0.9246 1.0357 -3.6421  -0.49
C: -5.5776 1.8287 3.7461  -0.07
H: -4.4065 2.5886 0.6549  0.11
H: -5.3463 -0.0734 4.7116  0.11
H: 1.4030 -0.9064 3.6017  0.12
H: -1.7986 -0.6987 4.6776  0.10
C: 0.5971 -1.6352 3.5662  -0.07
H: -5.6922 3.5852 2.5167  0.11
C: -1.5207 -1.6791 5.0816  -0.19
H: 0.8695 2.0590 3.4606  0.06
C: 1.2065 2.7823 1.4838  -0.59
H: -2.4922 -3.6366 2.3797  0.13
N: 2.3731 3.4181 1.3782  0.21
O: -0.1161 -0.0273 1.9820  -0.19
C: -0.0082 -1.8746 4.9780  -0.16
C: -0.3853 -1.1376 2.5408  -0.42
H: -2.1011 -1.4709 1.5706  0.03
C: -2.3212 -2.7722 4.3726  -0.17
H: -0.8787 -3.7031 3.0456  0.12
O: 0.7537 2.1339 0.5371  -0.10
C: -4.0960 0.7176 1.6599  -0.70
C: -5.3148 2.5745 2.6043  -0.09
H: -2.2991 -3.6965 4.9540  0.12
C: 0.5250 2.8771 2.8329  -0.47
C: -4.3866 -0.0328 2.7965  -0.13
H: -3.3674 -2.4696 4.3052  0.10
H: 2.7489 3.9783 2.1225  0.13
H: -6.1522 2.2595 4.5550  0.11
H: 0.4874 -1.2050 5.6799  0.11
N: -0.8158 0.4774 -1.2169  -0.59
S: -3.1578 0.0057 0.3283  0.66
H: 0.2422 -2.8868 5.3010  0.12
N: -1.4352 -1.8632 2.2464  0.10

Computed properties:
Orbital gap (spin up / spin down): 6.80 / 6.78 eV
Total charge: +1
Total energy: -58228.69959 eV
Lowest unoccupied orbital energy (spin up / spin down): -4.52 / -4.53 eV



(5)
DFT (the ωB97M-V functional and the def2-TZVPD basis) results for a cluster of 2 separate species, C14H20N2O in total in a non-equilibrium geometry.

Last column: Löwdin charge in e.
Atoms and positions in Å:
H: 2.6318 4.0455 -0.9808  0.09
C: 0.3006 0.0015 2.0346  -0.07
H: -2.9967 0.0664 1.9610  0.07
O: 2.1947 1.4880 -1.3218  0.04
H: -0.7867 2.0118 -3.0078  0.12
H: -2.3462 -1.0677 3.2847  0.08
H: -1.5222 -4.2299 -1.1005  0.10
H: 2.1326 -0.3686 1.0755  0.14
C: -0.9326 -0.5583 1.8007  -0.25
H: -1.4714 -0.1770 -0.8408  0.05
C: 1.2640 -2.5747 -0.2666  -0.01
C: -0.4560 1.4392 -2.1376  -0.19
C: 1.4321 2.3457 -0.9223  -0.51
H: -1.9774 0.6241 3.2307  0.07
C: -1.5786 -2.6467 0.3566  -0.02
H: 2.2920 -2.4147 -0.5415  0.11
H: 0.3179 0.8164 2.7444  0.12
H: 2.7207 3.1590 0.5346  0.08
H: 1.2864 4.2338 0.1984  0.05
H: 0.3096 0.7371 -2.4767  0.11
H: -0.5265 2.5669 0.8662  0.08
C: 0.4038 -3.4532 -0.8764  -0.09
H: -1.7940 2.6303 -0.3918  0.07
C: -1.5581 0.4938 -1.6775  -0.08
N: 1.2423 -0.7315 1.3517  0.09
H: 0.7260 -4.2142 -1.5675  0.10
C: -0.9709 -3.4606 -0.5644  -0.11
C: 0.6041 -1.6406 0.5244  -0.22
H: -0.7171 3.9881 -0.0183  0.08
C: -2.1752 -0.2496 2.5980  -0.04
N: 0.0833 2.3920 -1.1732  -0.10
H: -2.6025 -2.8815 0.6111  0.11
C: 2.0330 3.5672 -0.2053  0.01
H: -2.4914 1.0287 -1.3996  0.07
C: -0.7600 -1.6224 0.8702  -0.18
C: -0.7834 2.9019 -0.1394  -0.06
H: -2.0219 0.1167 -2.5832  0.08

Computed properties:
Orbital gap: 8.66 eV
Total charge: 0
SMILES string: Cc1c[nH]c2ccccc12.CCN(C)C(C)=O
Total energy: -19869.55569 eV
Lowest unoccupied orbital energy: 0.79 eV